This record from the Open Molecules 2025 dataset describes the molecule C2H4ClNS. The level of theory is ωB97M-V with the def2-TZVPD basis set.

```
9
Properties=species:S:1:pos:R:3:forces:R:3
C 0.24792 -0.11477 -0.69888 1.158 0.282 -1.536
C 0.02428 1.08873 0.13339 -1.634 0.477 -0.168
H -0.36469 -2.92519 0.99040 0.202 -2.418 -0.163
H 0.66651 0.11895 -1.67958 -0.098 -0.248 -0.055
H -1.01877 1.01209 0.51193 0.678 0.413 0.135
H 0.73301 1.21242 0.92321 0.313 -0.215 0.677
N 0.08413 -1.33737 -0.42542 0.196 0.427 -0.533
S -0.52483 -1.67536 1.07433 -0.702 1.894 1.438
Cl 0.15244 2.62050 -0.82938 -0.113 -0.613 0.205
```
Positions in Å, forces in eV/Å.

Output
* HOMO: -9.29 eV
* total charge: 0
* max |F|: 0.0482 Eh/bohr
* HOMO-LUMO gap: 10.11 eV
* molecular weight: 109.58 g mol⁻¹
* energy above the lowest of the compared OMol25 structures with the same formula, charge and spin: 25.6 kcal/mol

This record from the Open Molecules 2025 dataset describes a 2-piece molecular cluster, C2H4ClO2PS overall. The level of theory is ωB97M-V with the def2-TZVPD basis set.

```
11
Properties=species:S:1:pos:R:3:forces:R:3
C -0.94691 -0.05916 -0.80732 2.352 -1.175 1.368
C -0.92937 0.12580 0.77332 -2.436 -2.228 1.179
O 0.37734 0.55563 -1.20811 -1.437 -1.001 -0.944
O 0.32991 0.50408 1.17183 3.403 0.043 -0.986
P 1.41485 0.42512 -0.07031 0.917 0.264 2.247
S 2.91235 1.64328 0.01681 -1.046 -1.499 -0.146
Cl 2.03532 -2.41083 -0.08594 -0.788 2.604 -0.011
H -0.82442 -1.19619 -0.99067 -0.587 2.065 -0.195
H -1.67211 0.49614 -1.35976 -0.534 -0.065 -0.286
H -1.60495 0.85370 1.32920 0.316 -0.873 -1.433
H -1.09201 -0.93756 1.23096 -0.159 1.865 -0.791
```
Positions in Å, forces in eV/Å.

Output
* HOMO (spin up / spin down): -9.97 / -9.97 eV
* total charge: 0
* max |F|: 0.0689 Eh/bohr
* HOMO-LUMO gap (spin up / spin down): 7.73 / 7.73 eV
* molecular weight: 158.55 g mol⁻¹
* energy above the lowest of the compared OMol25 structures with the same formula, charge and spin: 20.9 kcal/mol

This record from the Open Molecules 2025 dataset describes an isolated ion of composition C2H4ClO2S and charge -1. The level of theory is ωB97M-V with the def2-TZVPD basis set.

```
10
Properties=species:S:1:pos:R:3:forces:R:3
C 1.10363 0.25357 -0.34267 3.454 1.433 -0.967
C 0.12453 -0.16042 0.63341 -2.632 -1.032 0.431
O -1.43455 -0.82614 -1.43328 0.163 -0.270 -2.319
O -0.16138 -1.55494 0.76147 0.625 -0.399 -0.210
S -1.50453 -0.69972 -0.01475 1.351 0.383 2.980
Cl -2.60361 1.54100 0.46927 -0.480 0.881 0.003
H 1.44004 -0.70069 -0.82295 -0.672 1.222 -0.804
H 2.13818 0.58429 0.12696 -2.022 -0.376 -0.348
H 0.76167 1.20425 -0.94083 0.526 -2.273 0.540
H 0.13600 0.35879 1.56338 -0.312 0.432 0.694
```
Positions in Å, forces in eV/Å.

Output
* HOMO: -4.20 eV
* total charge: -1
* max |F|: 0.0751 Eh/bohr
* HOMO-LUMO gap: 8.17 eV
* molecular weight: 127.57 g mol⁻¹
* energy above the lowest of the compared OMol25 structures with the same formula, charge and spin: 11.2 kcal/mol

This record from the Open Molecules 2025 dataset describes the molecule C2H4ClOPS. The level of theory is ωB97M-V with the def2-TZVPD basis set.

```
10
Properties=species:S:1:pos:R:3:forces:R:3
C 0.29041 0.18956 -1.29647 0.360 2.593 -0.194
C 0.42805 0.00626 1.28015 1.660 0.827 0.261
O -1.19910 -1.90473 -0.07330 0.239 0.251 0.162
P -0.78432 -0.50356 0.01125 -1.212 0.477 -0.494
S 1.62431 0.40031 -0.09029 0.465 0.096 0.849
Cl -2.49305 0.80234 -0.04516 1.367 -0.772 0.377
H 0.70375 -0.50111 -2.02767 -0.817 0.097 -0.383
H 0.08433 1.30399 -1.65827 -0.220 -2.842 0.283
H 0.34689 0.85301 1.96047 -0.996 0.432 -0.560
H 0.99873 -0.64609 1.93931 -0.847 -1.159 -0.299
```
Positions in Å, forces in eV/Å.

Output
* HOMO: -9.47 eV
* total charge: 0
* max |F|: 0.0557 Eh/bohr
* HOMO-LUMO gap: 9.99 eV
* molecular weight: 142.55 g mol⁻¹
* energy above the lowest of the compared OMol25 structures with the same formula, charge and spin: 7.3 kcal/mol

This record from the Open Molecules 2025 dataset describes the molecule C2H4ClPS2. The level of theory is ωB97M-V with the def2-TZVPD basis set.

```
10
Properties=species:S:1:pos:R:3:forces:R:3
C 0.02157 0.82479 0.40330 0.484 -1.053 1.794
C -1.30374 0.65850 -0.14073 0.374 0.813 -2.889
P 0.84940 -0.78067 1.02966 0.104 -0.293 -0.407
S -1.53555 0.71000 -1.80765 -0.343 -0.330 2.870
S 2.31548 -1.25765 -0.44185 2.578 0.574 3.774
Cl -0.59619 -2.18896 0.50320 0.090 0.190 0.203
H 0.66542 1.31493 -0.24021 1.506 0.755 -1.363
H -0.03699 1.38424 1.33982 0.010 0.125 0.040
H 1.54238 -1.34777 -1.37789 -2.906 -0.258 -3.593
H -1.92178 0.68259 0.73234 -1.898 -0.523 -0.428
```
Positions in Å, forces in eV/Å.

Output
* HOMO: -8.97 eV
* total charge: 0
* max |F|: 0.0900 Eh/bohr
* HOMO-LUMO gap: 8.12 eV
* molecular weight: 158.62 g mol⁻¹
* energy above the lowest of the compared OMol25 structures with the same formula, charge and spin: 31.7 kcal/mol

This record from the Open Molecules 2025 dataset describes C2H4CuO3 as an isolated structure. The level of theory is ωB97M-V with the def2-TZVPD basis set.

```
10
Properties=species:S:1:pos:R:3:forces:R:3
O 1.33492 1.18969 -0.23257 2.127 0.345 -0.875
C 0.74010 0.29836 0.48328 0.861 -2.404 -0.947
Cu 1.87143 -2.45865 -0.61106 -0.242 0.928 0.960
O -0.49767 0.24720 0.85808 0.864 0.847 0.368
O 1.51595 -0.65937 0.69426 0.117 -2.791 0.629
H 2.28699 0.61519 -0.30234 -3.136 2.735 0.130
C -1.58290 0.19491 -0.06976 -1.242 0.495 -0.390
H -1.88797 -0.85112 -0.17246 0.145 0.208 -0.046
H -2.39330 0.76291 0.39376 0.118 -0.225 -0.078
H -1.38755 0.66087 -1.04119 0.390 -0.138 0.249
```
Positions in Å, forces in eV/Å.

Output
* HOMO: -15.38 eV
* total charge: +1
* max |F|: 0.0810 Eh/bohr
* HOMO-LUMO gap: 8.92 eV
* molecular weight: 139.60 g mol⁻¹
* energy above the lowest of the compared OMol25 structures with the same formula, charge and spin: 44.6 kcal/mol

This record from the Open Molecules 2025 dataset describes a 2-piece molecular cluster, C2H4F2IN overall. The level of theory is ωB97M-V with the def2-TZVPD basis set.

```
10
Properties=species:S:1:pos:R:3:forces:R:3
C -1.22878 -0.17510 -0.24918 2.554 1.746 1.006
C 1.32237 -0.76631 0.09769 -2.828 0.022 -1.734
N -1.09666 1.08618 0.16771 -0.608 0.623 0.090
F 1.67542 -1.42085 1.17997 0.589 -0.599 0.356
F 1.47537 -1.58481 -0.99959 0.902 0.501 0.906
I 2.33111 1.15813 -0.00436 0.189 -0.103 -0.157
H -1.27139 -1.01340 0.33568 -0.704 -1.446 2.068
H -1.42309 -0.33217 -1.23707 0.034 -0.319 -2.718
H -0.57890 1.73664 -0.44580 -0.685 -0.392 0.784
H -1.20544 1.31167 1.15494 0.558 -0.034 -0.601
```
Positions in Å, forces in eV/Å.

Output
* HOMO (spin up / spin down): -7.08 / -7.70 eV
* total charge: 0
* max |F|: 0.0645 Eh/bohr
* HOMO-LUMO gap (spin up / spin down): 6.75 / 8.01 eV
* molecular weight: 206.96 g mol⁻¹
* energy above the lowest of the compared OMol25 structures with the same formula, charge and spin: 69.9 kcal/mol

This record from the Open Molecules 2025 dataset describes C2H4F2N as an isolated structure. The level of theory is ωB97M-V with the def2-TZVPD basis set.

```
9
Properties=species:S:1:pos:R:3:forces:R:3
C 0.14414 0.16433 0.72099 0.141 0.197 0.534
C -0.37153 -0.03997 -0.68742 2.915 2.355 -1.559
N -1.07823 0.76239 0.30624 0.840 5.742 -2.615
F -2.25214 0.65359 0.78169 -1.360 -1.271 0.651
F -1.02016 2.36458 0.06970 0.347 -4.263 0.461
H 0.06000 -0.49194 1.56246 -0.107 -0.697 0.165
H 0.88145 0.93885 0.82627 0.529 0.086 0.011
H 0.28323 0.47854 -1.54642 -1.823 -0.327 2.241
H -0.74530 -0.88778 -1.15086 -1.483 -1.821 0.111
```
Positions in Å, forces in eV/Å.

Output
* HOMO: -19.45 eV
* total charge: +1
* max |F|: 0.1238 Eh/bohr
* HOMO-LUMO gap: 12.24 eV
* molecular weight: 80.06 g mol⁻¹
* energy above the lowest of the compared OMol25 structures with the same formula, charge and spin: 39.8 kcal/mol

This record from the Open Molecules 2025 dataset describes the molecule C2H4F2NP. The level of theory is ωB97M-V with the def2-TZVPD basis set.

```
10
Properties=species:S:1:pos:R:3:forces:R:3
C 0.28048 0.11791 0.65881 1.344 1.247 0.212
C 0.31155 1.14844 -0.40112 0.935 1.089 -1.858
N -0.36080 -1.06645 0.38088 -1.856 -1.655 -1.684
F 1.26226 0.74750 -1.44800 -0.592 0.304 1.379
F -1.49728 -3.12761 0.06429 -0.519 1.044 -1.286
P -1.38397 -1.62397 -0.64831 1.617 -1.385 2.735
H -0.16471 0.54825 1.57064 0.419 -0.038 -0.090
H 1.38330 0.00810 0.76699 -0.533 -0.587 0.816
H 0.76916 2.07826 0.11147 -1.214 -0.945 -1.444
H -0.59998 1.16957 -1.05565 0.400 0.925 1.221
```
Positions in Å, forces in eV/Å.

Output
* HOMO: -9.89 eV
* total charge: 0
* max |F|: 0.0674 Eh/bohr
* HOMO-LUMO gap: 9.48 eV
* molecular weight: 111.03 g mol⁻¹
* energy above the lowest of the compared OMol25 structures with the same formula, charge and spin: 0.0 kcal/mol

This record from the Open Molecules 2025 dataset describes a 2-piece molecular cluster, C2H4F2OS overall. The level of theory is ωB97M-V with the def2-TZVPD basis set.

```
10
Properties=species:S:1:pos:R:3:forces:R:3
C -1.63367 0.36595 0.27740 3.504 -3.624 -2.229
C 0.28033 -0.57654 0.19490 -3.331 3.182 -0.873
O 2.69504 0.52105 -0.45050 0.444 0.943 3.647
F 0.23258 -1.62556 0.97312 0.317 -0.543 0.588
F 0.49783 -1.02481 -1.08337 -0.125 0.451 0.798
S 1.37455 0.83669 0.60314 0.511 -1.134 -1.305
H -2.08078 -0.02825 1.10823 -0.841 -0.725 2.362
H -1.57072 1.38511 0.19279 0.579 2.356 0.063
H -2.10729 -0.06826 -0.59140 0.122 -0.097 -0.346
H 2.31213 0.21462 -1.22431 -1.179 -0.809 -2.706
```
Positions in Å, forces in eV/Å.

Output
* HOMO: -9.27 eV
* total charge: 0
* max |F|: 0.1072 Eh/bohr
* HOMO-LUMO gap: 9.58 eV
* molecular weight: 114.12 g mol⁻¹
* energy above the lowest of the compared OMol25 structures with the same formula, charge and spin: 57.5 kcal/mol

Q: Among the records above, which one has the lowest molecular weight?
A: C2H4F2N

Q: Look up the energy above the lowest of the compared OMol25 structures with the same formula, charge and spin of the eighth one.
A: 39.8 kcal/mol

Repeat the tenth record exactly.
This record from the Open Molecules 2025 dataset describes a 2-piece molecular cluster, C2H4F2OS overall. The level of theory is ωB97M-V with the def2-TZVPD basis set.

```
10
Properties=species:S:1:pos:R:3:forces:R:3
C -1.63367 0.36595 0.27740 3.504 -3.624 -2.229
C 0.28033 -0.57654 0.19490 -3.331 3.182 -0.873
O 2.69504 0.52105 -0.45050 0.444 0.943 3.647
F 0.23258 -1.62556 0.97312 0.317 -0.543 0.588
F 0.49783 -1.02481 -1.08337 -0.125 0.451 0.798
S 1.37455 0.83669 0.60314 0.511 -1.134 -1.305
H -2.08078 -0.02825 1.10823 -0.841 -0.725 2.362
H -1.57072 1.38511 0.19279 0.579 2.356 0.063
H -2.10729 -0.06826 -0.59140 0.122 -0.097 -0.346
H 2.31213 0.21462 -1.22431 -1.179 -0.809 -2.706
```
Positions in Å, forces in eV/Å.

Output
* HOMO: -9.27 eV
* total charge: 0
* max |F|: 0.1072 Eh/bohr
* HOMO-LUMO gap: 9.58 eV
* molecular weight: 114.12 g mol⁻¹
* energy above the lowest of the compared OMol25 structures with the same formula, charge and spin: 57.5 kcal/mol